2 unconnected molecules or ions with the total composition C6H11NO at a distorted geometry, computed with ωB97M-V/def2-TZVPD.

```
19
Properties=species:S:1:pos:R:3:nbo_charge:R:1
C -0.68969 1.21461 1.49035 -0.2975
C 0.42791 0.84886 1.33854 0.0484
C -1.40704 -1.95416 -0.86003 -0.2739
C 1.91446 -0.98998 0.85574 -0.6123
C -2.29403 0.13594 -1.68926 -0.4455
C 1.86468 0.53981 1.20379 -0.4807
N -1.17475 -0.74665 -1.33512 0.1670
O -0.06087 -0.38485 -1.55510 -0.4858
H -1.67810 1.19893 1.70235 0.2140
H -0.65714 -2.62722 -0.43986 0.2161
H -2.45482 -2.11714 -0.67448 0.1721
H 1.26722 -1.19550 -0.05610 0.2375
H 1.38744 -1.61168 1.56104 0.2084
H 2.98425 -1.26011 0.68752 0.2067
H -2.22687 0.50896 -2.67576 0.2275
H -3.19174 -0.45947 -1.39174 0.2073
H -2.31203 1.08338 -1.14861 0.2297
H 2.21493 1.26859 0.50117 0.2370
H 2.40306 0.50856 2.06705 0.2240
```

## Properties
Kohn-Sham gap ... 9.613 eV
Relative energy (zero: lowest compared OMol25 entry of this formula, charge and spin) ... 140.11 kcal/mol
Maximum force ... 5.07 eV/Å
Lowest unoccupied orbital energy ... 0.93 eV
Molecular weight ... 113.16 g mol⁻¹
SMILES ... C=[N+](C)[O-].C#CCC

A single C5H8O molecule, computed with ωB97M-V/def2-TZVPD.

```
14
Properties=species:S:1:pos:R:3:nbo_charge:R:1
C 2.49484 0.51152 -0.29614 -0.6823
C 1.41649 -0.43236 0.02274 0.0098
C 0.30838 -0.89966 -0.07842 -0.0427
C -1.09786 -0.85869 -0.49761 -0.4981
C -1.94325 0.09006 0.39799 -0.0480
O -1.17808 0.97100 1.18249 -0.7132
H 2.07560 1.52737 -0.22369 0.2391
H 3.36078 0.42673 0.35906 0.2295
H 2.80073 0.36076 -1.34272 0.2334
H -1.01907 -0.41624 -1.50032 0.2299
H -1.59480 -1.82810 -0.60658 0.2293
H -2.55792 0.73105 -0.25205 0.1817
H -2.63122 -0.50806 1.01959 0.1558
H -0.50355 0.45930 1.65764 0.4757
```

## Properties
Kohn-Sham gap ... 10.457 eV
Relative energy (zero: lowest compared OMol25 entry of this formula, charge and spin) ... 59.92 kcal/mol
Maximum force ... 0.79 eV/Å
Lowest unoccupied orbital energy ... 0.98 eV
Molecular weight ... 84.12 g mol⁻¹
SMILES ... CC#CCCO